# 1
The following is a DFT calculation (ωB97M-V with the def2-TZVPD basis set) of C25H7F15GeN7OPdS5Sb as an isolated structure in a non-equilibrium geometry.

Its multiplicity is 2. The expectation value of S² is 0.761. Its energy above the lowest of the compared OMol25 structures with the same formula, charge and spin is 103.8 kJ/mol. For the HOMO-LUMO gap (alpha / beta), the calculation gives 5.8 / 5.3 eV. The maximum force comes out at 2.058 eV/Å. The value obtained for the highest occupied orbital energy (alpha / beta) is -0.224 / -0.224 Eh. The LUMO energy (alpha / beta) is -0.307 / -0.817 eV. As for the charge: -1.

Atoms and positions in Å:
Sb 2.07 -2.47 0.96
Pd 1.91 0.50 -0.44
Ge -1.55 -0.98 -1.04
S 3.48 -1.30 -0.61
S 0.81 -0.52 1.54
S 2.66 1.63 -2.43
S 0.56 -1.09 -1.65
S 3.46 -2.74 2.82
F -0.55 2.08 -1.44
F -3.25 0.02 1.61
F -4.22 -3.58 -5.90
F -4.38 -4.86 -3.54
F -1.66 -5.12 2.14
F -3.29 -3.81 -1.36
F -5.93 1.93 -1.03
F -1.82 -0.12 -3.93
F -2.97 -1.20 -6.09
F -4.63 4.28 -1.19
F -1.95 4.36 -1.42
F -4.55 -0.37 -0.97
F -4.00 -1.38 3.72
F -3.22 -3.95 4.01
F -0.93 -3.74 -0.04
O 5.03 2.02 -0.79
N 2.00 6.09 2.89
N 3.74 1.25 1.00
N 1.10 2.27 0.52
N 3.22 0.64 3.21
N 1.69 4.61 0.92
N 5.39 1.19 2.55
N 0.99 0.54 -4.47
C -3.66 -3.04 -4.83
C -2.49 -1.92 -2.54
C 1.38 3.40 0.72
C -2.57 3.19 -1.30
C -4.60 1.95 -1.10
C -3.26 -1.96 2.78
C 5.99 1.03 3.86
C -2.13 -1.84 0.64
C 1.65 0.95 -3.61
C 1.84 5.36 2.00
C -2.44 -1.29 -3.79
C 4.09 0.99 2.26
C -3.87 0.79 -1.08
C 4.90 1.68 0.36
C -2.88 -1.26 1.65
C -3.02 -1.83 -4.92
C -2.48 0.77 -1.14
C -1.86 2.00 -1.29
C -3.74 -3.69 -3.62
C -3.15 -3.13 -2.50
C -1.72 -3.14 0.86
C -2.07 -3.86 1.97
C -2.86 -3.27 2.93
C -3.94 3.15 -1.20
C 6.06 1.64 1.36
H 3.56 0.19 4.04
H 6.51 2.63 1.47
H 2.28 0.39 2.88
H 5.44 1.60 4.61
H 7.00 1.41 3.82
H 6.02 -0.02 4.16
H 6.82 0.94 1.01

# 2
The following is a DFT calculation (ωB97M-V with the def2-TZVPD basis set) of a single C6H11NO molecule in a non-equilibrium geometry.

Its multiplicity is 1. Its energy above the lowest of the compared OMol25 structures with the same formula, charge and spin is 433.7 kJ/mol. As for the SMILES: CCC(=O)/C=C/CN. For the HOMO-LUMO gap (alpha / beta), the calculation gives 8.2 / 8.2 eV. The maximum force comes out at 4.507 eV/Å. The value obtained for the highest occupied orbital energy (alpha / beta) is -0.279 / -0.279 Eh. The LUMO energy (alpha / beta) is 0.647 / 0.647 eV. As for the charge: 0.

Atoms and positions in Å:
O -1.84 -1.55 -1.04
N 1.01 2.19 -1.41
C 0.53 -1.30 0.26
C -1.26 -0.95 -0.21
C -1.04 1.31 -0.28
C -0.91 0.18 0.53
C 0.48 -2.47 1.23
C 0.00 2.38 -0.35
H 1.47 -2.91 1.36
H -0.48 3.35 -0.53
H 0.79 -1.60 -0.75
H 0.54 2.46 0.60
H 0.12 -2.15 2.21
H 1.27 -0.56 0.55
H 1.49 1.31 -1.28
H -0.18 -3.25 0.86
H -0.73 0.15 1.61
H -1.79 1.28 -1.07
H 0.54 2.14 -2.31

# 3
The following is a DFT calculation (ωB97M-V with the def2-TZVPD basis set) of C15H15Cl3GaN6O4 as an isolated structure.

Its multiplicity is 1. Its energy above the lowest of the compared OMol25 structures with the same formula, charge and spin is 32.7 kJ/mol. For the HOMO-LUMO gap, the calculation gives 9.0 eV. The maximum force comes out at 0.689 eV/Å. The value obtained for the highest occupied orbital energy is -0.445 Eh. The LUMO energy is -3.093 eV. As for the charge: +1.

Atoms and positions in Å:
Ga -0.06 0.20 -2.79
Cl 1.93 3.61 -5.47
Cl 2.61 0.93 -6.34
Cl 4.08 2.19 -4.16
O 0.36 1.84 -3.82
O -0.56 -0.96 -4.08
O -2.10 -2.29 -5.01
O 1.87 0.31 -3.39
N 0.40 0.85 -0.96
N 1.76 -1.60 3.11
N 1.22 1.03 1.04
N 0.98 -2.37 3.74
N 1.16 -0.38 2.97
N -1.97 -0.50 -1.90
C 1.50 -1.21 -0.09
C 1.05 0.20 0.00
C -2.67 -1.27 -2.94
C -2.19 0.14 4.43
C 1.52 1.36 -3.99
C -1.31 -2.10 4.77
C -0.17 -1.69 4.08
C -2.31 -1.16 4.94
C 0.67 2.25 0.74
C 2.51 2.03 -4.95
C -1.74 -1.57 -4.13
C 1.86 0.67 2.31
C -0.06 -0.38 3.59
C -1.07 0.56 3.75
C 0.16 2.14 -0.51
H 0.69 3.08 1.42
H -3.21 -1.44 5.48
H 1.40 -1.56 -1.12
H -3.50 -0.69 -3.34
H -1.00 1.57 3.37
H -3.01 0.83 4.59
H 0.93 -1.86 0.57
H 2.55 -1.31 0.20
H -1.70 -1.11 -1.13
H -3.06 -2.21 -2.57
H -0.32 2.88 -1.13
H 2.87 0.32 2.13
H -1.38 -3.10 5.16
H 1.89 1.57 2.93
H -2.56 0.22 -1.50

# 4
The following is a DFT calculation (ωB97M-V with the def2-TZVPD basis set) of C5H8O as an isolated structure in a non-equilibrium geometry.

Its multiplicity is 1. Its energy above the lowest of the compared OMol25 structures with the same formula, charge and spin is 263.3 kJ/mol. For the HOMO-LUMO gap, the calculation gives 10.1 eV. The maximum force comes out at 1.547 eV/Å. The value obtained for the highest occupied orbital energy is -0.329 Eh. The LUMO energy is 1.186 eV. As for the charge: 0.

Atoms and positions in Å:
O 0.75 -0.43 1.14
C 0.04 -1.43 0.41
C 0.80 0.41 -0.05
C -1.24 -0.98 -0.19
C 0.23 1.78 0.26
C 0.06 -0.64 -0.87
H -0.82 1.73 0.60
H 0.81 2.20 1.09
H -1.75 -0.21 0.37
H 1.83 0.53 -0.43
H -1.87 -1.69 -0.71
H 0.56 -1.27 -1.57
H 0.29 2.48 -0.58
H 0.31 -2.48 0.53

# 5
The following is a DFT calculation (ωB97M-V with the def2-TZVPD basis set) of C17H37F5MnN6O5PTe as an isolated structure in a non-equilibrium geometry.

Its multiplicity is 2. The expectation value of S² is 0.821. Its energy above the lowest of the compared OMol25 structures with the same formula, charge and spin is 40.2 kJ/mol. For the HOMO-LUMO gap (alpha / beta), the calculation gives 8.5 / 8.4 eV. The maximum force comes out at 1.136 eV/Å. The value obtained for the highest occupied orbital energy (alpha / beta) is -0.401 / -0.399 Eh. The LUMO energy (alpha / beta) is -2.431 / -2.457 eV. As for the charge: +1.

Atoms and positions in Å:
Te -0.61 -4.39 1.81
Mn -0.55 -1.05 0.98
P 1.71 -0.82 0.32
F 1.17 -3.88 1.53
F -0.25 -4.50 3.63
F -2.30 -5.10 2.05
F -0.84 -4.49 -0.04
F 0.01 -6.13 1.70
O -1.18 -2.69 1.92
O -2.43 5.14 -1.28
O -0.01 0.20 -2.35
O -2.91 -0.68 1.30
O -1.47 -1.66 -0.78
N 3.63 1.15 -0.01
N -1.72 3.25 0.65
N 4.37 -0.92 1.06
N -0.84 0.96 0.79
N 3.92 -0.88 -1.34
N 0.16 -0.65 2.94
C -2.88 -1.47 -0.92
C -1.26 2.03 0.72
C -0.82 4.38 0.36
C -3.41 -0.78 2.63
C -3.14 3.49 0.33
C -0.80 -2.01 -1.99
C -3.52 -1.64 0.44
C 2.20 0.97 0.24
C -0.68 -0.87 -2.97
C 4.45 0.54 1.04
C 4.01 0.57 -1.30
C 2.54 -1.34 -1.26
C 3.05 -1.40 1.46
C 4.74 -1.43 -0.26
C -3.24 4.00 -1.10
C 0.22 1.27 -3.25
C -1.06 4.85 -1.07
H -3.52 4.23 1.02
H 1.62 1.45 -0.55
H -1.33 -2.85 -2.45
H -2.94 3.21 -1.80
H 3.05 -2.49 1.49
H 1.98 -0.93 -2.11
H 0.70 0.19 3.11
H 0.75 2.05 -2.70
H -0.73 4.07 -1.77
H 5.05 0.86 -1.50
H 1.93 1.46 1.18
H -0.73 1.68 -3.62
H -3.21 -1.76 3.05
H 0.21 4.07 0.51
H 0.70 -1.45 3.27
H -0.50 5.76 -1.27
H 5.78 -1.16 -0.45
H 3.38 0.99 -2.08
H -3.07 -0.47 -1.31
H -0.12 -1.23 -3.84
H -0.66 -0.61 3.54
H -4.26 4.30 -1.33
H 4.66 -2.52 -0.26
H 2.52 -2.43 -1.33
H -1.05 5.18 1.06
H -4.48 -0.57 2.65
H -1.67 -0.55 -3.33
H -2.90 -0.01 3.22
H -3.34 -2.65 0.82
H -4.60 -1.47 0.36
H -3.28 -2.21 -1.61
H 5.48 0.82 0.87
H 0.82 0.95 -4.10
H -3.69 2.55 0.46
H 4.14 0.93 2.01
H 2.85 -1.05 2.48
H 0.18 -2.37 -1.69

# 6
The following is a DFT calculation (ωB97M-V with the def2-TZVPD basis set) of a 2-piece molecular cluster, C3H6S2 overall in a non-equilibrium geometry.

Its multiplicity is 1. Its energy above the lowest of the compared OMol25 structures with the same formula, charge and spin is 475.5 kJ/mol. For the HOMO-LUMO gap, the calculation gives 8.0 eV. The maximum force comes out at 5.832 eV/Å. The value obtained for the highest occupied orbital energy is -0.312 Eh. The LUMO energy is -0.540 eV. As for the charge: 0.

Atoms and positions in Å:
S -2.63 -1.16 0.16
S 2.83 -0.57 0.49
C -1.26 1.14 0.36
C -1.29 -0.27 -0.11
C 2.07 -1.09 -0.91
H -0.62 -0.79 -0.69
H 2.64 0.74 0.29
H 2.16 -2.34 -0.86
H -2.28 1.62 -0.07
H -1.14 1.11 1.36
H -0.49 1.61 -0.03